The following is a quantum chemistry calculation of C20H31BCl12FKMgN2O3 as an isolated structure, from the Open Molecules 2025 dataset.

Positions of all 72 atoms, in Å:
C -2.2800 -0.0999 0.2605
C -0.8073 -0.7663 -0.0666
C -0.2222 -1.3435 1.3516
C 0.2142 0.2083 -0.8987
C -0.2836 1.7747 -1.0302
C 1.7550 0.2441 -0.3402
O 2.4688 -1.0417 -0.3902
B 3.7421 -0.9509 -1.1314
C 3.6481 -1.2590 -2.7777
C 4.8619 -0.8549 -3.7823
C 4.9022 -1.0987 -5.4241
C 3.4731 -1.7906 -5.9536
C 2.3663 -2.0806 -4.7949
N 2.4040 -1.8760 -3.3193
H -2.7894 0.4017 -0.6663
H -2.2141 0.6521 1.1824
H -3.0155 -0.9632 0.6329
H -1.0282 -1.7128 -0.7536
H -1.0714 -1.9350 1.9426
H 0.3036 -0.5179 1.9930
H 0.5791 -2.1811 1.0662
H 0.2538 -0.2150 -2.0134
H 0.4262 2.2961 -1.8359
H -0.1335 2.3840 -0.0355
H -1.3787 1.8872 -1.4790
H 2.3636 0.9875 -1.0488
H 1.7607 0.6618 0.7530
H 4.7812 -0.6884 -0.5964
H 5.8236 -0.3586 -3.2888
H 5.7864 -0.7998 -6.1290
H 3.2863 -2.0193 -7.1059
H 1.3424 -2.5412 -5.2073
C -5.9938 -0.9982 2.5089
Cl -5.2294 0.5873 2.3452
Cl -4.9815 -2.2678 1.8102
H -6.1492 -1.2104 3.5696
H -6.9557 -0.9846 1.9907
C -9.0097 1.7141 0.6744
Cl -8.7910 0.4411 1.8874
Cl -7.6007 2.7877 0.6382
Cl -9.2943 1.0069 -0.9251
H -9.8864 2.3056 0.9503
F 5.5731 -3.3278 -6.5269
Cl 4.1855 4.5572 -2.5758
C 5.8192 3.8618 -2.4368
C 6.1862 3.0122 -3.6430
Cl 5.2333 1.5090 -3.7221
H 5.8637 3.2838 -1.5082
H 6.5142 4.7020 -2.3485
H 7.2381 2.7171 -3.5842
H 6.0379 3.5578 -4.5803
K -7.6607 0.6177 -2.5809
C 2.3388 5.8116 1.3007
C 2.4239 4.3058 1.1118
N 2.4944 3.0567 0.9551
H 2.9601 6.1168 2.1473
H 2.6905 6.3209 0.3992
H 1.3035 6.1051 1.4946
Mg -6.8008 4.6475 2.4743
C -4.7730 -5.0497 5.4790
C -4.7089 -3.5660 5.7979
O -4.0155 -3.2609 6.8078
O -5.3601 -2.8260 5.0083
H -4.1910 -5.6366 6.1961
H -5.8115 -5.3922 5.5138
H -4.3725 -5.2317 4.4773
Cl -2.8608 -1.0381 2.8011
C 3.2532 -3.3279 3.3960
Cl 4.9553 -3.8295 3.2360
Cl 2.1944 -4.7471 3.1974
Cl 2.9933 -2.6139 5.0077
Cl 2.8696 -2.1207 2.1429

Cartesian forces (eV/Å) of the 3 atoms listed first:
C -0.30 -0.48 -0.20
C -0.99 -0.55 0.41
C 0.70 -0.83 -1.21

ΔE to the lowest compared entry with this formula, charge and spin: 1072.0 kJ/mol
HOMO level: -6.32 eV
F_max: 10.249 eV Å⁻¹
energy: -205774.688 eV


The following is a quantum chemistry calculation of C26H62AsF2NO7PS as an isolated structure, from the Open Molecules 2025 dataset.

Positions of all 101 atoms, in Å:
C -3.1101 -2.1674 2.6184
C -2.9240 -3.0109 1.3797
O -1.5804 -2.9689 0.8687
P -1.1398 -1.9893 -0.3243
O -0.6024 -2.7730 -1.4534
C 0.0688 -0.8320 0.3076
C -0.2149 -0.0964 1.6337
As -0.6514 1.8849 1.4665
F -1.4324 1.5151 -0.1739
F 0.1307 2.2087 3.0815
C -2.3863 1.6495 2.4835
C -3.6387 1.5649 1.6160
C -4.8836 1.2563 2.4539
O -5.8608 0.5930 1.6546
C -6.6365 -0.3815 2.3090
C -1.0643 3.8448 1.1986
C -1.2103 4.4019 -0.2211
O -0.2246 3.9080 -1.1221
C -2.6178 4.2463 -0.7720
N -2.7313 4.8438 -2.1120
C 1.2179 2.0565 0.5884
S 2.2426 3.4422 0.8377
O 2.6799 3.5833 2.1991
O 3.3083 3.3849 -0.1451
O -2.4152 -1.1304 -0.7381
C -3.2772 -1.6858 -1.7470
C -4.6430 -1.0164 -1.6251
H -4.0193 -2.4968 3.1228
H -2.2875 -2.3572 3.3061
H -3.1752 -1.1110 2.3942
H -3.0904 -4.0537 1.6495
H -3.6547 -2.7627 0.6145
H 0.2871 -0.1726 -0.5270
H 0.9349 -1.4883 0.4242
H -0.9739 -0.6389 2.1879
H 0.6841 -0.1202 2.2467
H -2.3295 0.7469 3.0909
H -2.4901 2.4684 3.1985
H -3.5602 0.7714 0.8756
H -3.8188 2.5219 1.1329
H -5.3199 2.1929 2.8171
H -4.6202 0.6567 3.3276
H -7.6960 -0.1702 2.1520
H -6.4540 -0.4003 3.3829
H -6.4315 -1.3641 1.8801
H -2.0268 4.0026 1.6888
H -0.3682 4.4609 1.7677
H -1.0490 5.4845 -0.1861
H -0.5801 3.1294 -1.5465
H -2.9125 3.1953 -0.7569
H -3.2921 4.7805 -0.1021
H -3.6920 4.7496 -2.4181
H -2.1887 4.2973 -2.7674
H 1.8511 1.2273 0.9018
H 1.0869 1.9760 -0.4849
H 1.4970 4.5041 0.4756
H -3.3564 -2.7656 -1.6246
H -2.8298 -1.5189 -2.7226
H -4.7231 -0.1846 -2.3192
H -5.4492 -1.7274 -1.7764
H -4.7318 -0.5936 -0.6249
C -0.5121 -9.0783 -5.3912
C 0.2770 -7.7721 -5.3776
C 0.4449 -7.1749 -3.9815
C -0.8607 -6.7942 -3.2827
C -1.7311 -5.8005 -4.0496
C -1.0501 -4.4525 -4.2720
H -1.5316 -8.9356 -5.0304
H -0.5762 -9.4851 -6.4020
H -0.0323 -9.8286 -4.7589
H -0.2049 -7.0472 -6.0388
H 1.2700 -7.9538 -5.7984
H 1.0905 -6.2959 -4.0476
H 0.9800 -7.8933 -3.3514
H -0.6179 -6.3658 -2.3063
H -1.4438 -7.6984 -3.0796
H -2.6506 -5.6411 -3.4790
H -2.0400 -6.2294 -5.0090
H -0.7710 -4.0026 -3.3178
H -1.7233 -3.7627 -4.7859
H -0.1524 -4.5505 -4.8862
C 9.4552 3.2292 3.0746
C 8.5117 4.3859 3.3914
C 7.0480 3.9633 3.5103
C 6.4418 3.3649 2.2400
C 6.5025 4.2680 1.0106
C 5.7246 5.5673 1.1828
H 9.2207 2.7731 2.1121
H 10.4918 3.5700 3.0329
H 9.3889 2.4533 3.8406
H 8.6160 5.1613 2.6275
H 8.8196 4.8453 4.3357
H 6.4553 4.8268 3.8234
H 6.9566 3.2293 4.3181
H 5.3954 3.1177 2.4362
H 6.9382 2.4168 2.0094
H 6.0784 3.7211 0.1665
H 7.5435 4.4895 0.7475
H 4.6857 5.3441 1.4080
H 5.7525 6.1574 0.2647
H 6.1318 6.1873 1.9856

Cartesian forces (eV/Å) of the 3 atoms listed first:
C 0.03 -0.34 0.05
C 0.11 -0.49 0.31
O -0.55 0.54 0.08

total charge: -1
HOMO level: -4.96 eV
F_max: 1.260 eV Å⁻¹
energy: -130190.734 eV


The following is a quantum chemistry calculation of an isolated ion of composition C12H22F3NO3P and charge +1, from the Open Molecules 2025 dataset.

Positions of all 42 atoms, in Å:
C 3.8154 1.0099 0.6115
C 2.5804 1.6744 1.1765
C 2.0124 2.7342 0.2286
C 1.0871 2.1462 -0.8185
C -0.2628 1.6811 -0.2191
P -0.7021 0.0847 -0.8904
C 0.5919 -1.0904 -0.4329
C 0.3821 -2.5255 -0.9143
O -0.4118 -3.2977 -0.0578
C 1.7667 -3.2150 -1.1121
F 1.8034 -4.4203 -0.5221
F 2.0214 -3.3662 -2.4186
F 2.7467 -2.4615 -0.5690
N -2.2652 -0.4903 -0.5564
C -3.2410 0.5174 -0.8493
C -4.6230 0.3207 -0.3248
O -2.9242 1.4655 -1.5355
C -2.4945 -1.1811 0.7530
C -2.0172 -0.5454 2.0368
O -3.0833 -2.2393 0.7493
H 4.1967 0.2385 1.2608
H 4.5766 1.7583 0.4539
H 3.6287 0.5633 -0.3588
H 1.8123 0.9291 1.3754
H 2.8073 2.1399 2.1230
H 2.8501 3.1588 -0.3094
H 1.5449 3.5459 0.7670
H 0.9022 2.8905 -1.5775
H 1.5967 1.3422 -1.3350
H -0.1888 1.6602 0.8578
H -0.9996 2.4277 -0.4621
H -0.6307 0.2035 -2.2761
H 1.4728 -0.7101 -0.9332
H 0.8166 -1.0303 0.6231
H -0.1352 -2.5085 -1.8661
H -0.3920 -2.9245 0.8217
H -4.8616 -0.7178 -0.1528
H -5.3084 0.6973 -1.0599
H -4.7321 0.8463 0.6145
H -1.1998 -1.1451 2.4113
H -2.8105 -0.6541 2.7556
H -1.7286 0.4875 1.9320

Cartesian forces (eV/Å) of the 3 atoms listed first:
C -0.16 0.07 -0.14
C -0.29 0.24 -0.20
C 0.49 -0.52 -0.04

total charge: +1
HOMO level: -14.51 eV
SMILES string: CCCCC[P@@H](C[C@H](O)C(F)(F)F)=[N+](C(C)=O)C(C)=O
F_max: 2.623 eV Å⁻¹
energy: -37868.613 eV


The following is a quantum chemistry calculation of a single C5H11N molecule, from the Open Molecules 2025 dataset.

Positions of all 17 atoms, in Å:
C 2.6108 0.0251 -0.1497
C 0.2833 -0.6731 0.1714
C -1.0875 -0.1887 0.6946
C -2.2121 -0.4817 -0.2984
C -1.6359 0.9568 -0.0696
H 3.3418 0.8728 -0.0043
H 2.5566 -0.2380 -1.2196
H 3.0228 -0.8196 0.4178
H 0.8974 1.3297 0.0424
H 0.6408 -1.5686 0.7134
H 0.2054 -0.8576 -0.9175
H -1.3632 -0.1938 1.7585
H -3.2355 -0.7011 0.0104
H -1.8713 -1.0588 -1.1670
H -1.0214 1.5943 -0.8282
H -2.4219 1.6000 0.4322
N 1.2899 0.4024 0.4136

Cartesian forces (eV/Å) of the 3 atoms listed first:
C -0.08 1.30 0.44
C 0.30 1.43 1.03
C -0.13 -0.56 -0.41

ΔE to the lowest compared entry with this formula, charge and spin: 170.2 kJ/mol
HOMO level: -8.72 eV
SMILES string: CNCC1CC1
F_max: 2.363 eV Å⁻¹
energy: -6851.764 eV


The following is a quantum chemistry calculation of C4H6O2V as an isolated structure, from the Open Molecules 2025 dataset.

Positions of all 13 atoms, in Å:
C 0.3781 -0.1532 -1.2870
O 0.1715 0.5853 -2.3790
H 0.5184 -1.2098 -1.5149
H -0.2290 1.4416 -2.1828
C -1.5620 -1.0016 1.5269
C -0.2710 -0.6973 1.1685
C 0.0277 0.2585 0.0695
O 1.4367 0.3022 -0.3472
V 2.7822 1.4804 -0.2518
H -2.3277 -0.2422 1.3207
H 0.3450 -1.6137 1.1662
H -0.8800 -0.4140 2.5259
H -0.3899 1.2637 0.1851

Cartesian forces (eV/Å) of the 3 atoms listed first:
C -1.77 -0.88 -1.55
O 0.57 -0.28 0.54
H 0.03 0.18 0.05

total charge: +2
ΔE to the lowest compared entry with this formula, charge and spin: 445.6 kJ/mol
HOMO level (spin up / spin down): -15.72 / -15.79 eV
2S+1: 4
F_max: 2.964 eV Å⁻¹
energy: -34000.480 eV


The following is a quantum chemistry calculation of an isolated ion of composition C3H10NS and charge +1, from the Open Molecules 2025 dataset.

Positions of all 15 atoms, in Å:
C 1.0452 0.3029 0.8383
N 2.1819 -0.0342 0.0139
H 1.0718 -0.1977 1.8592
H 1.0693 1.4181 1.0816
H 2.8874 -0.6702 0.2579
H 2.5956 0.7083 -0.4072
C -0.8139 -1.5827 -0.6136
S -0.6998 -0.0360 0.3659
C -1.1392 1.3388 -0.7987
H -0.0279 -1.5872 -1.4698
H -1.8578 -1.7219 -0.8460
H -0.3548 -2.4096 0.0583
H -1.1126 2.3238 -0.2902
H -0.6641 1.2964 -1.7447
H -2.2358 1.3024 -1.0073

Cartesian forces (eV/Å) of the 3 atoms listed first:
C 2.29 0.32 1.81
N -3.40 -1.03 0.70
H 0.11 0.41 -1.30

total charge: +1
ΔE to the lowest compared entry with this formula, charge and spin: 141.8 kJ/mol
HOMO level: -14.24 eV
F_max: 3.713 eV Å⁻¹
energy: -15590.632 eV


The following is a quantum chemistry calculation of a single C6H9P molecule, from the Open Molecules 2025 dataset.

Positions of all 16 atoms, in Å:
C -0.2393 0.1386 0.0054
C 1.8162 -1.2377 0.4176
C 1.0507 -0.4160 -0.3182
C -1.1700 0.0002 1.0088
C 1.5643 0.0522 -1.6582
C -2.3889 0.9039 0.8842
P -1.3201 -1.0457 2.3983
H -0.5492 0.8659 -0.7410
H 2.7797 -1.5710 0.0794
H 1.4873 -1.5950 1.3811
H 1.5665 1.1408 -1.7047
H 0.9222 -0.3180 -2.4576
H 2.5748 -0.3052 -1.8364
H -2.9206 0.9870 1.8319
H -3.0810 0.4988 0.1456
H -2.0926 1.9012 0.5640

Cartesian forces (eV/Å) of the 3 atoms listed first:
C -0.07 0.17 -0.13
C -0.71 0.09 0.41
C 0.50 -0.20 -0.16

ΔE to the lowest compared entry with this formula, charge and spin: 240.9 kJ/mol
HOMO level (spin up / spin down): -7.60 / -8.00 eV
F_max: 0.935 eV Å⁻¹
energy: -15653.250 eV


The following is a quantum chemistry calculation of C30H54N7OP2Sr as an isolated structure, from the Open Molecules 2025 dataset.

Positions of all 95 atoms, in Å:
C 2.8239 1.0861 0.0576
C 1.0885 1.5965 1.5571
C 3.7213 1.9449 0.6992
C 2.0163 2.3643 2.3259
C 3.3171 2.5416 1.8952
H 4.7040 2.1073 0.2598
H 1.6619 2.7983 3.2569
H 4.0304 3.1319 2.4731
N 1.5784 0.8472 0.5036
P 2.5093 -1.1781 -1.5689
P -1.8610 0.9201 1.9568
C 3.2833 0.4542 -1.2653
H 3.0300 1.1349 -2.0931
H 4.3774 0.3733 -1.2735
C -0.2967 1.7316 1.9394
H -0.3072 2.2876 2.8957
C -2.8635 2.5201 2.3448
C -2.1264 -0.4802 3.2999
C 1.9467 -1.2045 -3.3998
C 3.9582 -2.3085 -1.0856
C -4.0127 2.4883 1.3325
H -4.6850 1.6336 1.4922
H -4.5974 3.4138 1.4307
H -3.6190 2.4310 0.3098
C -3.3922 2.6535 3.7754
H -4.0726 1.8555 4.0926
H -2.5778 2.7513 4.5058
H -3.9597 3.5967 3.8098
C -2.0033 3.7709 2.0997
H -2.6624 4.6477 2.0544
H -1.2921 3.9485 2.9138
H -1.4477 3.6981 1.1604
C -3.6172 -0.8555 3.2509
H -3.9009 -1.2434 2.2618
H -3.8016 -1.6454 3.9931
H -4.2842 -0.0150 3.4822
C -1.3001 -1.7265 2.9239
H -1.6490 -2.2144 2.0007
H -0.2133 -1.5287 2.8776
H -1.4380 -2.4771 3.7183
C -1.7129 -0.0439 4.7048
H -2.3017 0.7933 5.0928
H -1.8862 -0.8999 5.3752
H -0.6483 0.2178 4.7600
C 3.5149 -3.7667 -1.2979
H 4.3500 -4.4140 -0.9913
H 2.6396 -4.0211 -0.6814
H 3.2824 -3.9886 -2.3486
C 4.2259 -2.0756 0.4138
H 4.5521 -1.0496 0.6300
H 3.3449 -2.2940 1.0349
H 5.0292 -2.7587 0.7255
C 5.2345 -2.0217 -1.8895
H 6.0018 -2.7336 -1.5492
H 5.1001 -2.1730 -2.9667
H 5.6323 -1.0122 -1.7243
C 1.7040 0.2206 -3.9234
H 2.6412 0.7732 -4.0786
H 1.2073 0.1475 -4.9039
H 1.0502 0.8055 -3.2626
C 0.6165 -1.9959 -3.4360
H -0.2039 -1.4741 -2.9126
H 0.3083 -2.1078 -4.4859
H 0.7159 -3.0053 -3.0074
C 2.9751 -1.8845 -4.3070
H 3.9190 -1.3256 -4.3506
H 3.1737 -2.9260 -4.0230
H 2.5603 -1.8991 -5.3273
Sr -0.0460 -1.2176 0.1450
C 0.7975 -3.8333 0.9182
O 0.7595 -4.9827 1.0575
N -1.0828 0.8430 -0.5802
C -1.2461 2.0303 -0.4828
C -1.5962 3.1479 -1.5563
C -1.6578 4.5801 -1.0564
C -0.5176 3.0911 -2.6278
C -2.9354 2.7730 -2.1840
H -2.4828 4.7577 -0.3605
H -0.7114 4.8893 -0.6009
H -1.8283 5.2356 -1.9256
H -0.5264 2.1193 -3.1281
H -0.6841 3.8604 -3.3958
H 0.4730 3.2570 -2.1908
H -3.1607 3.4359 -3.0298
H -2.9055 1.7413 -2.5492
H -3.7577 2.8459 -1.4686
N -2.4339 -5.8338 0.5154
N -2.3261 -4.6553 -0.2118
N -3.1392 -4.4198 -1.2699
C -2.8352 -3.1441 -1.5358
N -1.9201 -2.6291 -0.7046
N -1.6619 -3.6118 0.2133
H -1.5283 -6.0948 0.8925
H -2.8391 -6.5441 -0.0847
H -3.2995 -2.5800 -2.3325

Cartesian forces (eV/Å) of the 3 atoms listed first:
C 0.78 0.64 0.07
C -0.39 -0.20 0.00
C -0.33 -0.64 -0.70

total charge: +1
ΔE to the lowest compared entry with this formula, charge and spin: 0.0 kJ/mol
HOMO level (spin up / spin down): -8.50 / -8.50 eV
F_max: 5.133 eV Å⁻¹
energy: -63869.015 eV